Molecular formula: C32H90N6O14
Method: DFT, wB97M-V/def2-TZVPD

```
142
Properties=species:S:1:pos:R:3
C -5.49 4.29 4.90
C -6.05 3.06 4.18
C -5.25 1.72 4.45
O -3.87 1.85 4.12
C -3.54 2.14 2.77
N -7.41 2.86 4.67
H -5.07 4.02 5.87
H -6.26 5.03 5.12
H -4.75 4.75 4.25
H -6.07 3.23 3.10
H -5.62 0.92 3.81
H -5.28 1.30 5.46
H -4.16 2.95 2.39
H -3.70 1.25 2.16
H -2.48 2.36 2.63
H -8.03 3.65 4.60
H -7.95 2.14 4.22
C 3.75 -3.64 -0.07
C 3.82 -3.45 1.47
C 4.04 -2.04 1.91
O 5.25 -1.55 1.34
C 5.69 -0.33 1.96
N 2.46 -3.83 1.90
H 3.50 -4.63 -0.45
H 4.67 -3.42 -0.61
H 2.96 -3.03 -0.51
H 4.66 -4.04 1.85
H 4.10 -2.02 3.00
H 3.25 -1.42 1.47
H 5.30 -0.15 2.96
H 5.47 0.57 1.39
H 6.77 -0.19 1.91
H 1.77 -3.13 1.67
H 2.20 -4.63 1.35
C 1.05 -3.91 -4.81
C 1.59 -3.09 -3.69
C 3.15 -2.87 -3.74
O 3.94 -4.06 -3.49
C 5.39 -3.87 -3.55
N 0.87 -1.79 -3.81
H 1.68 -4.79 -4.93
H 1.21 -3.48 -5.80
H 0.00 -4.19 -4.79
H 1.45 -3.61 -2.75
H 3.50 -2.17 -2.98
H 3.44 -2.60 -4.75
H 6.00 -4.76 -3.43
H 5.67 -3.16 -2.76
H 5.63 -3.38 -4.49
H 0.97 -1.39 -4.74
H 1.34 -1.16 -3.18
C -4.58 1.67 -2.74
C -3.35 2.43 -2.26
C -3.35 3.83 -2.85
O -3.32 3.99 -4.27
C -2.18 3.50 -4.94
N -3.52 2.53 -0.83
H -5.58 2.07 -2.57
H -4.53 0.68 -2.29
H -4.57 1.55 -3.82
H -2.40 1.92 -2.46
H -2.48 4.31 -2.39
H -4.20 4.39 -2.47
H -1.30 3.81 -4.37
H -2.29 4.07 -5.86
H -2.19 2.43 -5.17
H -2.67 3.01 -0.55
H -4.28 3.18 -0.68
C 0.40 1.67 -3.52
C 1.41 2.54 -4.27
C 1.91 3.82 -3.51
O 0.92 4.78 -3.26
C 0.37 4.87 -1.87
N 2.60 1.70 -4.60
H 0.17 0.82 -4.16
H -0.48 2.22 -3.18
H 0.85 1.40 -2.56
H 1.00 2.87 -5.22
H 2.69 4.28 -4.13
H 2.47 3.56 -2.61
H -0.57 5.42 -1.90
H 1.05 5.46 -1.26
H 0.14 3.89 -1.46
H 2.38 0.83 -5.06
H 3.16 2.20 -5.27
C -0.14 1.55 3.85
C 1.41 1.21 3.96
C 1.75 0.30 5.18
O 3.18 0.06 5.20
C 3.50 -1.17 5.90
N 1.84 0.59 2.71
H -0.61 1.91 4.76
H -0.77 0.69 3.62
H -0.27 2.21 2.99
H 1.89 2.18 4.00
H 1.16 -0.61 5.07
H 1.43 0.63 6.18
H 4.12 -0.98 6.78
H 4.03 -1.79 5.18
H 2.60 -1.71 6.20
H 1.37 -0.30 2.59
H 2.78 0.26 2.87
C -4.01 -2.95 2.72
C -2.62 -2.59 2.16
O -1.67 -2.55 3.16
O -4.71 -1.79 3.14
H -3.90 -3.74 3.46
H -4.59 -3.38 1.91
H -2.67 -1.72 1.51
H -2.22 -3.40 1.56
H -1.84 -1.75 3.66
H -5.47 -1.75 2.55
C 3.55 0.33 -1.19
C 3.65 1.46 -0.17
O 2.70 2.43 -0.55
O 4.13 0.68 -2.44
H 2.52 0.16 -1.47
H 3.91 -0.65 -0.85
H 4.64 1.89 -0.31
H 3.61 1.25 0.90
H 1.81 2.15 -0.34
H 3.45 1.03 -3.03
C -1.14 -4.54 -1.24
C -2.53 -3.88 -1.35
O -2.63 -2.60 -1.90
O -0.31 -4.19 -0.09
H -0.56 -4.24 -2.12
H -1.35 -5.60 -1.35
H -3.01 -3.92 -0.37
H -3.07 -4.53 -2.04
H -2.41 -2.58 -2.83
H 0.34 -4.90 -0.05
C -0.60 0.46 0.24
C -0.11 -0.98 0.12
O 0.32 -1.48 1.38
O 0.52 1.26 0.44
H -1.37 0.64 0.99
H -1.16 0.78 -0.64
H 0.69 -1.09 -0.62
H -0.98 -1.57 -0.19
H -0.20 -2.22 1.71
H 0.86 1.01 1.31
```

HOMO in eV: -8.9
Orbital gap in eV: 9.3
Relative energy (zero: lowest compared OMol25 entry of this formula, charge and spin) in kJ/mol: 202.9

Mulliken atomic charge list, values in e, 8 entries:
1. C -1.245
2. C 0.732
3. C -0.660
4. O -0.267
5. C -0.572
6. N -0.740
7. H 0.286
8. H 0.424